(1)
BrH10O5Pt as an isolated structure at a distorted geometry. Source: OMol25; level of theory: the ωB97M-V functional and the def2-TZVPD basis.

Each line ends with the Löwdin spin population.
Geometry (Å):
Pt1 -0.11 -0.10 -0.20  1.52
Br1 -1.28 -1.68 -1.87  0.19
O1 -0.78 1.63 -1.55  0.06
H1 -1.36 1.53 -2.31  0.00
H2 -0.30 2.46 -1.67  0.00
O2 1.84 -0.58 -1.35  0.06
H3 1.85 -0.31 -2.27  0.00
H4 2.45 -1.31 -1.27  0.00
O3 1.00 1.20 1.32  0.02
H5 1.65 1.85 1.03  0.00
H6 0.96 1.26 2.28  0.00
O4 -2.12 0.00 0.87  0.06
H7 -2.88 -0.55 0.64  0.00
H8 -2.41 0.63 1.54  0.00
O5 0.37 -1.79 1.31  0.06
H9 -0.17 -2.24 1.97  0.00
H10 1.28 -2.00 1.52  0.00

The molecular weight comes out at 365.1 g/mol. The multiplicity is 3. As for the net charge: +1. Its expectation value of S² is 2.0039. The value obtained for the largest force on an atom is 1.7 eV/Å. The relative energy (zero: lowest compared OMol25 entry of this formula, charge and spin) comes out at 0.000 eV. The gap between HOMO and LUMO (alpha / beta) comes out at 8.13 / 8.10 eV.

---

(2)
A 9-piece molecular cluster, BrH16O8 overall. Source: OMol25; level of theory: the ωB97M-V functional and the def2-TZVPD basis.

Each line ends with the Mulliken charge.
Geometry (Å):
Br1 26.28 15.42 10.83  -0.95
O1 24.75 12.64 7.44  -0.65
H1 25.15 13.08 8.19  0.34
H2 24.21 13.32 7.03  0.30
O2 26.92 19.86 9.83  -0.65
H3 26.64 18.94 9.90  0.33
H4 26.44 20.19 9.07  0.30
O3 30.05 17.81 13.38  -0.64
H5 29.74 17.07 12.86  0.33
H6 30.33 17.42 14.21  0.31
O4 23.98 11.82 12.24  -0.65
H7 24.62 12.47 11.94  0.33
H8 23.24 11.90 11.64  0.30
O5 30.76 13.92 12.03  -0.63
H9 31.18 13.16 12.43  0.30
H10 29.97 13.57 11.62  0.33
O6 21.40 17.13 11.35  -0.65
H11 22.29 16.91 11.63  0.34
H12 21.21 16.49 10.66  0.31
O7 26.25 19.08 14.14  -0.66
H13 27.19 18.96 14.20  0.33
H14 25.93 18.26 13.77  0.33
O8 29.81 17.47 8.59  -0.65
H15 29.33 18.30 8.59  0.33
H16 29.42 16.98 9.32  0.32

The molecular weight comes out at 224.0 g/mol. The multiplicity is 1. As for the net charge: -1. The value obtained for the largest force on an atom is 0.6 eV/Å. The relative energy (zero: lowest compared OMol25 entry of this formula, charge and spin) comes out at 1.409 eV. The gap between HOMO and LUMO comes out at 7.80 eV.

---

(3)
A 2-piece molecular cluster, BrH2N overall at a distorted geometry. Source: OMol25; level of theory: the ωB97M-V functional and the def2-TZVPD basis.

Each line ends with the Mulliken charge.
Geometry (Å):
N1 -0.01 -0.43 -0.15  -0.52
Br1 -1.72 0.19 0.02  0.02
H1 1.22 0.57 -0.57  0.22
H2 0.51 -0.33 0.70  0.28

The molecular weight comes out at 95.9 g/mol. The multiplicity is 1. The value obtained for the largest force on an atom is 5.2 eV/Å. The relative energy (zero: lowest compared OMol25 entry of this formula, charge and spin) comes out at 2.966 eV. The gap between HOMO and LUMO comes out at 8.83 eV.

---

(4)
An isolated ion of composition BrH2NO2P and charge -1 at a distorted geometry. Source: OMol25; level of theory: the ωB97M-V functional and the def2-TZVPD basis.

Each line ends with the Mulliken charge.
Geometry (Å):
O1 -1.48 -1.83 0.40  -0.50
P1 -1.08 -0.81 -0.58  0.19
Br1 -2.47 0.91 -0.03  -0.40
N1 0.52 0.12 -0.26  -0.22
O2 1.76 0.80 0.44  -0.52
H1 0.55 0.53 -1.10  0.18
H2 2.20 0.30 1.12  0.28

The molecular weight comes out at 158.9 g/mol. The multiplicity is 1. As for the net charge: -1. The SMILES is [O-]P(Br)NO. The value obtained for the largest force on an atom is 5.0 eV/Å. The relative energy (zero: lowest compared OMol25 entry of this formula, charge and spin) comes out at 5.119 eV. The gap between HOMO and LUMO comes out at 7.68 eV.

---

(5)
A 2-piece molecular cluster, BrH2OP overall at a distorted geometry. Source: OMol25; level of theory: the ωB97M-V functional and the def2-TZVPD basis.

Each line ends with the Löwdin spin population.
Geometry (Å):
O1 -0.01 1.28 -0.46  1.04
P1 1.61 -1.01 -0.75  0.74
Br1 0.00 -2.49 -0.94  0.13
H1 0.83 1.80 -0.35  0.02
H2 1.45 -0.69 0.49  0.06

The molecular weight comes out at 128.9 g/mol. The multiplicity is 3. Its expectation value of S² is 2.0065. The value obtained for the largest force on an atom is 3.7 eV/Å. The relative energy (zero: lowest compared OMol25 entry of this formula, charge and spin) comes out at 1.003 eV. The gap between HOMO and LUMO (alpha / beta) comes out at 8.49 / 7.41 eV.

---

(6)
A 2-piece molecular cluster, BrH2OPS overall at a distorted geometry. Source: OMol25; level of theory: the ωB97M-V functional and the def2-TZVPD basis.

Each line ends with the Löwdin spin population.
Geometry (Å):
O1 -0.66 -0.77 0.67  0.57
P1 0.43 -0.85 -0.28  0.99
S1 1.86 0.65 0.37  0.43
Br1 -3.70 0.00 0.27  0.00
H1 -2.48 0.38 1.05  0.00
H2 2.61 0.63 -0.75  0.01

The molecular weight comes out at 161.0 g/mol. The multiplicity is 3. Its expectation value of S² is 2.0113. The value obtained for the largest force on an atom is 3.4 eV/Å. The relative energy (zero: lowest compared OMol25 entry of this formula, charge and spin) comes out at 0.429 eV. The gap between HOMO and LUMO (alpha / beta) comes out at 7.99 / 6.66 eV.

---

(7)
A 20-piece molecular cluster, BrH38O19 overall at a distorted geometry. Source: OMol25; level of theory: the ωB97M-V functional and the def2-TZVPD basis.

Each line ends with the Mulliken charge.
Geometry (Å):
Br1 0.05 0.38 -0.12  -0.62
O1 -1.42 -3.86 -0.48  -0.58
H1 -1.50 -3.00 -0.07  0.36
H2 -2.18 -4.35 -0.15  0.28
O2 1.52 -0.05 -3.10  -0.49
H3 1.16 -0.01 -2.21  0.13
H4 2.22 0.60 -3.10  0.32
O3 4.91 -0.27 2.45  -0.64
H5 5.54 0.35 2.09  0.29
H6 4.06 0.17 2.36  0.36
O4 -5.22 -1.42 0.58  -0.63
H7 -5.33 -2.34 0.84  0.28
H8 -4.27 -1.29 0.54  0.38
O5 -1.87 0.07 -2.85  -0.57
H9 -2.72 0.51 -2.86  0.22
H10 -1.54 0.22 -1.96  0.10
O6 -1.56 3.41 0.93  -0.68
H11 -1.61 4.09 0.26  0.31
H12 -1.41 2.60 0.45  0.34
O7 -0.19 3.11 4.15  -0.58
H13 -0.34 3.16 5.09  0.25
H14 -0.60 2.29 3.88  0.35
O8 0.69 -3.33 -3.87  -0.60
H15 1.18 -2.59 -3.49  0.28
H16 1.20 -4.10 -3.61  0.27
O9 2.64 -1.83 0.41  -0.55
H17 3.33 -1.83 -0.25  0.27
H18 2.01 -1.18 0.10  0.20
O10 -0.37 -0.49 -4.98  -0.67
H19 0.41 -0.53 -4.43  0.31
H20 -1.08 -0.25 -4.37  0.45
O11 1.98 -2.35 3.31  -0.64
H21 2.19 -2.28 2.38  0.32
H22 1.03 -2.23 3.35  0.36
O12 -2.71 -0.82 1.24  -0.62
H23 -1.84 -0.67 0.89  0.09
H24 -2.78 -0.19 1.97  0.34
O13 2.53 1.76 2.05  -0.66
H25 2.08 2.58 1.85  0.34
H26 2.07 1.10 1.53  0.36
O14 -0.47 2.79 -2.80  -0.65
H27 0.36 3.17 -2.51  0.30
H28 -0.52 1.94 -2.36  0.35
O15 3.85 1.55 -2.70  -0.69
H29 3.35 2.36 -2.80  0.32
H30 4.17 1.58 -1.80  0.32
O16 -2.13 -2.70 -3.56  -0.65
H31 -1.97 -1.77 -3.38  0.31
H32 -1.26 -3.10 -3.54  0.39
O17 0.91 4.22 1.76  -0.69
H33 0.65 4.31 2.68  0.31
H34 0.18 3.76 1.35  0.41
O18 -0.63 -1.94 2.37  -0.58
H35 -0.42 -1.09 1.98  0.24
H36 -1.57 -1.91 2.51  0.31
O19 -2.02 0.55 3.70  -0.59
H37 -2.68 1.20 3.90  0.30
H38 -2.04 -0.06 4.43  0.28

The molecular weight comes out at 422.2 g/mol. The multiplicity is 1. As for the net charge: -1. The value obtained for the largest force on an atom is 1.3 eV/Å. The relative energy (zero: lowest compared OMol25 entry of this formula, charge and spin) comes out at 0.418 eV. The gap between HOMO and LUMO comes out at 8.61 eV.

---

(8)
BrH3NOP as an isolated structure at a distorted geometry. Source: OMol25; level of theory: the ωB97M-V functional and the def2-TZVPD basis.

Each line ends with the Mulliken charge.
Geometry (Å):
N1 -0.61 0.80 0.74  -0.52
O1 0.46 -1.60 -1.16  -0.71
P1 -1.22 -0.15 -0.52  0.53
Br1 -2.26 -1.63 0.81  -0.12
H1 -0.33 0.34 1.58  0.29
H2 0.22 1.27 0.52  0.28
H3 1.19 -1.12 -1.54  0.26

The molecular weight comes out at 143.9 g/mol. The multiplicity is 1. The value obtained for the largest force on an atom is 3.7 eV/Å. The relative energy (zero: lowest compared OMol25 entry of this formula, charge and spin) comes out at 2.039 eV. The gap between HOMO and LUMO (alpha / beta) comes out at 9.38 / 9.38 eV.